[1]
Entry from the OMol25 dataset: a single C2H5N3O2 molecule in a non-equilibrium geometry (ωB97M-V/def2-TZVPD).

Geometry as XYZ:
```
12
Properties=species:S:1:pos:R:3:forces:R:3
H -2.39515 -1.42475 -0.38393 0.239 1.554 -0.662
N -2.34426 -0.37572 -0.47161 -0.023 0.038 1.503
C -1.18770 0.02669 -0.10123 -1.947 -4.879 -2.637
N -0.77192 1.13671 0.38840 -0.279 6.749 1.795
O -0.21933 -1.01301 -0.28602 -4.406 1.041 -2.863
C 0.89807 -1.15744 0.21655 6.840 0.783 4.017
N 1.99322 -0.43640 0.20348 -2.248 -2.221 -0.107
O 1.85275 0.57495 -0.71291 2.899 3.288 0.135
H 0.09187 1.64118 0.02161 -1.461 -1.421 0.618
H -1.60305 1.84075 0.69640 2.750 -2.476 -1.168
H 0.97532 -1.94631 0.93020 0.264 -0.906 0.363
H 2.71017 1.13333 -0.50095 -2.627 -1.551 -0.994
```
Positions in Å, forces in eV/Å.

* SMILES: [H]/N=C(/N)O/C=N\O
* HOMO energy: -9.304 eV
* maximum force: 0.15501 hartree/bohr
* LUMO: 0.57 eV
* spin multiplicity: 1

natural (NBO) population analysis, charges in e, atoms 1 to 4: 0.362, -0.741, 0.681, -0.832



[2]
Entry from the OMol25 dataset: a molecular structure, C21H40P2Re in a non-equilibrium geometry (ωB97M-V/def2-TZVPD).

Geometry as XYZ:
```
64
Properties=species:S:1:pos:R:3:forces:R:3
P -0.14993 -2.30607 -2.90439 -1.264 -1.259 -3.756
P 0.02699 1.30445 -2.60280 0.141 1.117 -3.637
C -0.49179 -1.05198 -4.18125 0.245 0.193 -0.134
C 0.33757 0.23451 -4.13504 0.056 0.416 0.139
H -1.57437 -0.83875 -4.16000 0.313 -0.096 0.086
H -0.28987 -1.56191 -5.13851 -0.177 -0.031 0.288
H 1.41720 0.02506 -4.21135 -0.336 -0.038 -0.043
H 0.07319 0.86442 -4.99883 0.184 -0.358 0.138
C -1.38402 2.24259 -3.42078 0.050 -0.055 0.334
H -1.72946 3.04459 -2.75505 -0.058 -0.154 -0.172
H -2.22830 1.57797 -3.64866 0.088 0.172 0.108
H -1.03706 2.69406 -4.36123 -0.156 -0.137 0.325
C 1.29342 2.59368 -3.05681 0.063 -0.084 0.148
H 1.01599 3.07534 -4.00600 0.218 -0.173 0.317
H 2.29499 2.15448 -3.16179 -0.191 0.180 0.057
H 1.31097 3.35825 -2.26902 0.107 -0.070 -0.219
C -1.28956 -3.65700 -3.35450 0.169 -0.009 -0.141
H -1.25335 -4.43660 -2.57816 -0.003 0.199 -0.306
H -0.98498 -4.09097 -4.31626 -0.221 0.083 0.232
H -2.31918 -3.27511 -3.43131 0.325 -0.128 0.026
C 1.49077 -2.99595 -3.19074 0.417 0.082 0.376
H 2.26795 -2.22345 -3.25020 -0.243 -0.216 0.065
H 1.47540 -3.54487 -4.14163 -0.157 0.177 0.221
H 1.74934 -3.69808 -2.38646 -0.063 0.154 -0.225
Re 0.19551 -0.58166 1.36054 0.069 -1.540 1.314
C 0.64406 1.48730 0.16747 -1.846 -0.585 0.318
C -0.75652 1.22393 0.18075 1.339 0.861 0.122
C -1.78343 0.44978 -0.64387 -1.069 0.162 0.011
C -1.80450 -1.08994 -0.84360 -0.225 -0.123 -0.744
C -0.58494 -1.95792 -1.28555 0.992 1.038 3.008
C 0.76099 -1.58709 -0.59219 -0.308 0.942 2.635
C 1.73986 -0.55330 -1.13068 0.779 -0.503 -1.562
C 1.87095 0.80720 -0.40720 0.103 -0.346 -0.476
C 0.47466 -2.29083 2.43326 -0.217 -0.672 0.035
H 0.93736 2.26805 0.87991 -0.217 -0.145 -0.254
H -1.27448 1.88033 0.89725 0.343 -0.189 -0.390
H -1.97730 0.95406 -1.60785 0.355 -0.234 0.606
H -2.74014 0.65192 -0.12084 0.391 -0.307 -0.005
H -2.16487 -1.52438 0.10337 0.147 -0.104 -0.239
H -2.60625 -1.27937 -1.57537 -0.067 0.076 0.379
H -0.83561 -2.96330 -0.90158 0.140 0.287 -0.102
H 1.30035 -2.49905 -0.28385 -0.262 0.368 -0.309
H 1.56470 -0.40229 -2.21104 0.261 0.144 0.542
H 2.73705 -1.03351 -1.12557 -0.240 0.404 0.201
H 2.61944 0.67631 0.39470 -0.271 0.231 0.064
H 2.34803 1.52577 -1.09159 -0.001 -0.094 0.259
H 1.33905 -2.08657 3.08656 -0.105 -0.234 -0.119
H 0.66435 -3.17644 1.81757 -0.026 -0.024 0.309
H -0.41257 -2.43998 3.06795 0.256 -0.219 -0.057
C 1.13978 1.13519 6.19901 0.454 -0.250 -0.060
C -0.15599 1.54264 5.49423 0.107 -0.186 -0.135
C -1.36232 0.95674 6.23039 -0.558 -0.341 -0.079
C -0.26806 3.06623 5.43282 -0.115 0.555 -0.453
C -0.12968 1.02703 4.11299 0.199 -0.042 0.552
C -0.01099 0.45671 3.01015 0.027 1.065 0.415
H 1.15431 1.52064 7.22664 -0.094 -0.062 -0.287
H 2.00693 1.53524 5.66207 -0.087 -0.059 0.175
H 1.22805 0.04305 6.23363 0.026 0.208 0.071
H -1.39598 1.32832 7.26308 0.130 -0.034 -0.310
H -2.29196 1.24177 5.72610 0.095 -0.058 0.166
H -1.30239 -0.13710 6.25501 -0.050 0.188 0.080
H 0.57922 3.48654 4.88056 -0.124 0.047 0.158
H -1.19273 3.35602 4.92186 0.141 0.063 0.145
H -0.27590 3.49327 6.44365 0.022 -0.251 -0.207
```
Positions in Å, forces in eV/Å.

* HOMO energy (spin up / spin down): -14.117 / -14.127 eV
* <S²>: 4.03
* maximum force: 0.08086 hartree/bohr
* LUMO (spin up / spin down): -9.20 / -7.88 eV
* charge: +2
* spin multiplicity: 4

natural (NBO) population analysis, charges in e, atoms 1 to 4: 1.656, 0.803, -0.748, -0.724



[3]
Entry from the OMol25 dataset: a molecular structure, C35H53N4OP2Pt in a non-equilibrium geometry (ωB97M-V/def2-TZVPD).

Geometry as XYZ:
```
96
Properties=species:S:1:pos:R:3:forces:R:3
C -1.59179 -1.32081 -1.79752 -1.259 0.113 -0.079
C 0.67688 -1.77737 -1.51761 -0.751 -0.599 -0.412
C -1.67211 -2.19923 -2.87048 -0.600 0.598 0.529
C 0.56424 -2.88652 -2.38160 0.398 0.593 -0.094
C -0.60270 -3.05677 -3.09013 -0.161 -0.656 0.346
H -2.59378 -2.22435 -3.44569 0.329 0.007 -0.098
H 1.45415 -3.44542 -2.63082 0.085 -0.091 -0.117
H -0.70223 -3.86028 -3.80024 0.099 -0.097 -0.217
N -0.51767 -1.30455 -0.99770 1.525 1.126 -0.132
P -2.67822 0.12330 0.26808 -1.386 0.439 -0.648
P 2.80844 -0.14219 -0.17701 0.175 0.140 0.884
C -2.70720 -0.28046 -1.51292 0.613 -0.453 -0.725
H -2.46583 0.63652 -2.08689 0.198 -0.496 0.315
H -3.68826 -0.61230 -1.89388 0.554 0.075 0.269
C 0.26188 1.37573 1.86069 2.294 3.467 1.711
O 0.74663 2.18839 2.54306 -1.484 -2.212 -1.603
C 1.90050 -0.88050 -1.63629 -2.027 1.209 1.151
H 2.62707 -1.24595 -2.42412 -1.491 0.549 0.939
C 4.15576 0.62035 -1.34601 1.031 0.679 -0.239
C 3.63652 -0.99427 1.50404 -0.066 0.153 -0.998
C -3.25626 1.91888 0.38715 -0.281 -0.366 -0.035
C -3.94204 -1.17804 0.88292 0.287 0.629 0.033
C 3.95673 2.16371 -1.28109 0.574 0.022 0.370
H 4.04397 2.52251 -0.23184 -0.137 -0.152 -0.590
H 4.75032 2.67532 -1.87345 -0.474 -0.370 0.317
H 2.97915 2.45613 -1.68783 0.428 -0.085 0.245
C 5.57336 0.21025 -0.89107 0.336 0.036 -0.178
H 5.78307 0.49466 0.14917 0.113 -0.191 -0.485
H 5.69004 -0.88792 -1.01898 0.074 0.881 0.033
H 6.33768 0.68686 -1.55390 -0.628 -0.186 0.521
C 4.15241 0.21868 -2.85554 -0.294 0.017 -0.124
H 4.91589 0.80068 -3.43079 -0.560 -0.225 0.741
H 4.42183 -0.84147 -2.99735 -0.053 0.273 0.081
H 3.17291 0.39880 -3.31841 0.852 0.015 0.014
C 4.26927 0.14657 2.33567 0.252 0.174 -0.428
H 3.51008 0.87872 2.64541 0.099 -0.229 -0.106
H 4.71088 -0.27877 3.25164 -0.141 0.016 -0.262
H 5.07142 0.71082 1.82279 -0.481 -0.394 0.279
C 2.57021 -1.64985 2.37918 -0.401 -0.119 -0.402
H 1.81803 -0.93427 2.72238 0.095 -0.091 -0.088
H 2.06219 -2.47273 1.83897 0.167 0.366 0.270
H 3.05914 -2.08215 3.27236 -0.126 0.164 -0.373
C 4.58233 -2.09949 1.05882 0.592 -0.175 0.145
H 5.44712 -1.75720 0.48085 -0.398 -0.170 0.406
H 4.97673 -2.59617 1.95729 -0.058 -0.090 -0.171
H 4.03799 -2.84197 0.45715 0.168 0.106 0.204
C -4.42742 -0.80573 2.28362 -0.274 -0.166 0.195
H -5.08148 -1.61740 2.63508 0.156 0.184 0.050
H -3.60815 -0.69297 3.00201 -0.070 -0.021 -0.120
H -5.02864 0.11339 2.28327 0.162 -0.243 -0.009
C -3.21304 -2.52314 0.90335 0.144 -0.143 -0.074
H -2.83140 -2.80135 -0.08883 -0.154 0.051 0.212
H -2.37308 -2.52634 1.59748 -0.175 0.021 -0.075
H -3.92055 -3.29948 1.22011 0.081 0.083 -0.048
C -5.16306 -1.31925 -0.03326 -0.247 -0.056 -0.009
H -5.87793 -1.97655 0.47947 0.072 0.114 -0.082
H -5.67059 -0.37180 -0.23333 0.091 -0.204 0.013
H -4.92788 -1.80729 -0.98391 -0.008 0.091 0.187
C -2.38904 2.78961 -0.54655 0.131 -0.071 0.062
H -2.56145 2.53348 -1.60253 0.008 0.233 0.319
H -2.65826 3.84912 -0.40366 -0.016 -0.347 -0.006
H -1.31260 2.67261 -0.36931 -0.359 0.068 0.001
C -3.11074 2.38910 1.84725 -0.191 0.064 -0.012
H -2.06234 2.42293 2.17136 -0.249 0.062 -0.164
H -3.53416 3.40429 1.93089 0.207 -0.306 0.014
H -3.66597 1.73850 2.53860 0.153 0.243 -0.166
C -4.71465 2.05361 -0.05698 -0.241 0.286 0.033
H -4.86831 1.68726 -1.08360 0.032 0.078 0.312
H -5.41736 1.54991 0.62041 0.194 0.111 -0.197
H -4.96584 3.12423 -0.04694 -0.055 -0.221 -0.061
Pt -0.37421 0.08941 0.66299 1.235 -1.176 -0.620
N 0.32269 1.27565 -0.96048 2.410 -3.735 -1.916
C 1.08278 0.56591 -1.86047 -0.868 1.772 0.691
C 1.11723 1.34525 -3.15533 -0.096 -0.524 -0.249
C 0.97566 2.72131 -3.01528 0.150 1.385 -1.681
C 1.24948 0.83800 -4.45812 0.196 1.032 -0.406
C 0.95080 3.58624 -4.13385 -0.095 -1.417 0.191
H 0.92085 3.18053 -2.04935 -0.076 -0.029 0.318
C 1.24029 1.73502 -5.56771 -0.145 -1.118 0.504
H 1.43072 -0.22765 -4.60018 -0.203 0.210 -0.160
C 1.05103 3.10542 -5.43838 -0.133 -0.330 0.130
H 0.82994 4.62087 -3.98569 -0.118 1.147 0.339
H 1.35438 1.32952 -6.56183 -0.002 -0.198 -0.071
H 0.94654 3.74059 -6.34848 0.283 -0.471 1.014
C -1.62648 -0.60742 6.21219 -0.114 -0.671 0.566
N -1.23165 -1.00482 4.87238 -0.129 0.740 -0.690
C -0.91671 -2.27506 4.45554 0.191 0.202 -0.775
C -0.60044 -2.20153 3.11648 -0.568 1.648 1.372
N -0.73023 -0.86801 2.73671 -0.474 -0.286 0.603
C -1.14359 -0.14977 3.80609 0.953 -3.151 -0.245
H -2.57157 -1.08707 6.48874 0.125 0.137 -0.119
H -0.87033 -0.93025 6.93498 -0.073 0.143 -0.170
H -1.74380 0.46583 6.27786 0.040 0.157 -0.140
H -0.92883 -3.12483 5.11064 -0.050 -0.006 0.205
H -0.32404 -2.98712 2.44011 0.122 0.044 -0.110
H -1.33337 0.90138 3.88806 -0.031 0.181 -0.152
```
Positions in Å, forces in eV/Å.

* HOMO energy (spin up / spin down): -7.402 / -9.357 eV
* <S²>: 2.04
* maximum force: 0.09413 hartree/bohr
* LUMO (spin up / spin down): -2.78 / -4.10 eV
* charge: +1
* spin multiplicity: 3

Mulliken population analysis, charges in e, atoms 1 to 4: 0.332, -0.356, -0.818, -1.257